1.
C15H28GeIMoNO2Se3 as an isolated structure in a non-equilibrium geometry, computed with wB97M-V/def2-TZVPD.

The geometry in XYZ format:
```
52
Properties=species:S:1:pos:R:3:lowdin_spin:R:1
I 5.6983 0.4078 4.2414 -0.002
Mo 0.8996 0.5022 0.6256 1.858
Se 0.1819 2.5549 -0.4033 0.064
Se 0.1793 0.6028 2.8573 -0.075
Se 1.7009 -1.3632 -1.0290 -0.003
Ge -1.1971 -2.3954 -2.6469 0.001
O -3.1164 3.7756 2.6654 0.000
O -1.2898 -0.0263 0.3868 0.017
N 2.9556 0.9751 0.9967 0.014
C 0.7590 -2.0210 -2.6202 0.011
C -1.0967 3.0837 1.0114 0.024
C -1.6890 -3.2005 -0.9273 0.000
C 3.6648 1.6433 0.0701 0.016
C 1.8375 -2.9693 0.0658 -0.001
C -1.4756 -3.6242 -4.1132 0.001
C 4.9814 1.9978 0.2769 -0.001
C 5.5922 1.6591 1.4732 0.017
C -2.0832 2.0024 1.4913 0.002
C -2.3765 0.9337 0.4564 0.006
C 4.8673 0.9615 2.4350 -0.002
C -3.4200 2.7094 1.7971 0.003
C -1.6293 1.3665 2.8076 0.021
C 3.5497 0.6423 2.1578 0.019
C -2.0085 -0.6436 -2.9334 0.000
H -1.5964 0.1078 -2.2619 0.000
H -1.8075 -0.3092 -3.9511 0.000
H -1.2605 -2.6925 -0.0562 0.000
H 0.8531 -3.4040 0.2147 0.000
H -1.6225 3.9217 0.5559 0.000
H -3.0912 -0.6743 -2.8060 0.000
H -2.3047 0.5732 3.1279 0.001
H 6.6210 1.9377 1.6590 0.001
H -1.5828 2.1260 3.5869 -0.002
H -0.5031 3.4743 1.8330 0.001
H -2.5349 -3.8230 -4.2686 0.000
H 2.5030 -3.6490 -0.4597 0.000
H 3.1548 1.9030 -0.8490 0.001
H -2.5294 1.3816 -0.5272 0.002
H 2.2837 -2.6876 1.0174 0.000
H -3.8603 3.0644 0.8570 0.000
H -0.9770 -4.5707 -3.9057 0.000
H -3.9129 4.2764 2.8754 0.000
H -1.3465 -4.2348 -0.8844 0.000
H -1.5429 -0.7409 -0.2181 0.003
H 1.3522 -2.9047 -2.8659 -0.001
H -3.2768 0.3848 0.7418 0.000
H 5.5153 2.5386 -0.4910 0.000
H -2.7723 -3.2187 -0.8069 0.000
H -1.0701 -3.2109 -5.0364 0.000
H -4.1198 2.0019 2.2565 0.000
H 0.9968 -1.2582 -3.3637 0.000
H 2.9463 0.1122 2.8838 0.002
```

Results
- total charge = +2
- spin multiplicity = 3
- gap between HOMO and LUMO (alpha / beta) (Eh) = 0.2238 / 0.2534
- energy above the lowest of the compared OMol25 structures with the same formula, charge and spin (eV) = 0.625
- <S²> = 2.053



2.
A 4-piece molecular cluster, C15H28IN4 overall, computed with wB97M-V/def2-TZVPD.

The geometry in XYZ format:
```
48
Properties=species:S:1:pos:R:3:mulliken_charge:R:1
I 1.9336 -1.9674 -2.8694 -0.193
N 0.7402 3.4044 -0.3288 -0.553
N 2.3323 -0.7065 1.5278 -0.601
N -1.0355 0.6647 -2.3916 -1.084
N -1.5751 -4.2972 1.7376 -0.504
C -1.7983 3.6733 -0.8645 -0.499
C -1.8622 -0.8588 1.4078 0.461
C -2.8512 -2.0318 1.4855 -0.656
C -1.0151 -0.7240 2.6644 -1.087
C 1.4321 0.1261 -2.4717 -0.350
C 1.5155 -3.1002 0.8981 -0.008
C -1.5675 5.7840 -2.2739 -1.203
C -0.3708 3.5716 -0.5718 0.260
C 0.1013 0.2089 -1.6593 0.313
C -2.0757 4.3488 -2.2093 -0.369
C 1.7489 -4.0211 2.1039 -0.399
C -2.1662 -3.3172 1.6262 0.379
C 3.2202 -4.1325 2.4822 -1.326
C 1.9729 -1.7479 1.2027 0.221
C 2.6394 0.8613 -1.8794 -1.041
H -1.8066 6.2403 -3.2357 0.370
H -1.6423 -0.5905 3.5509 0.384
H 3.3331 0.2069 -1.3606 0.360
H -2.4372 0.0529 1.2438 0.298
H 1.3428 -5.0045 1.8662 0.421
H 3.6279 -3.1617 2.7680 0.342
H 2.0477 -3.4551 0.0141 0.384
H 1.2200 0.5146 -3.4629 0.761
H -2.0168 6.3994 -1.4901 0.291
H 0.4562 -3.0634 0.6468 0.013
H -0.4837 5.8193 -2.1487 0.332
H -0.3458 0.1303 2.5832 0.327
H 3.1782 1.3737 -2.6778 0.295
H -3.5284 -1.9131 2.3344 0.341
H 1.1708 -3.6412 2.9485 0.207
H -2.2771 4.2286 -0.0510 0.423
H -1.6175 3.7487 -2.9959 0.222
H 3.8121 -4.5116 1.6464 0.317
H -0.3942 -1.6067 2.8227 0.090
H 3.3533 -4.8132 3.3244 0.370
H -3.1532 4.3259 -2.3825 0.367
H -3.4558 -2.0771 0.5782 0.339
H 0.3724 0.8688 -0.8180 -0.028
H 2.2978 1.6462 -1.1951 0.292
H -0.8684 1.6578 -2.5509 -0.058
H -0.1066 -0.7774 -1.2280 -0.145
H -1.2269 -0.9792 0.5292 -0.391
H -2.1706 2.6427 -0.8763 0.314
```

Results
- total charge = -1
- spin multiplicity = 1
- gap between HOMO and LUMO (Eh) = 0.1884



3.
C15H28NO5OsSe2Si as an isolated structure, computed with wB97M-V/def2-TZVPD.

The geometry in XYZ format:
```
53
Properties=species:S:1:pos:R:3:lowdin_spin:R:1
Os -0.4158 0.4466 -0.2725 2.812
Se -0.5598 0.2993 2.5099 0.299
Se 1.6872 -0.8401 -0.1647 0.231
Si 1.8162 3.0113 0.1870 0.025
O -2.6690 1.6985 -1.3596 0.115
O 0.6340 0.6504 -3.1487 0.038
O -2.8522 -1.9695 -1.9066 0.007
O -1.4521 -1.8787 0.4121 0.049
O 1.6276 -3.5871 3.6808 0.001
N -0.9715 -0.6752 -2.1853 0.072
C 1.8020 4.8919 0.3827 0.006
C -2.2801 -1.1498 -4.1118 0.004
C 1.6418 -1.8168 1.5331 0.033
C 2.7598 2.3107 1.6436 0.002
C -0.5555 -2.9118 0.7627 0.006
C -0.3334 -0.0772 -3.2492 0.016
C 0.0339 2.4524 0.1607 0.118
C -1.0016 -0.4593 -4.5632 0.002
C 0.6644 -3.8114 2.6563 0.001
C 2.7008 2.6576 -1.4251 0.002
C -3.5507 0.6678 0.5827 -0.004
C -2.0776 -1.3265 -2.6163 0.014
C -2.4426 1.0319 -0.3659 0.032
C -0.4731 -1.6163 2.9281 0.040
C 0.3208 -2.4931 1.9494 0.009
H 0.0786 -3.1812 -0.0909 0.003
H -1.1468 0.4323 -5.1706 0.000
H 2.1320 3.0543 -2.2681 0.000
H -3.1617 -0.5184 -4.2386 0.001
H -0.4134 2.7079 1.1291 0.017
H -0.2536 -4.2324 3.0868 0.000
H -4.4460 1.2401 0.3380 -0.001
H 2.1633 2.3786 2.5547 0.001
H -1.1433 -3.7966 1.0479 0.001
H 2.8179 5.2936 0.3497 0.001
H -1.9506 -2.1436 -0.3933 0.001
H 1.8268 -4.4313 4.0931 0.000
H -0.4957 3.0411 -0.6011 0.022
H 1.9447 -1.1135 2.3083 0.005
H 1.2286 5.3609 -0.4193 0.000
H 2.9872 1.2560 1.4851 0.003
H -2.4859 -2.1103 -4.5818 0.000
H -0.3306 -1.1294 -5.1037 0.000
H 1.0588 -4.5224 1.9170 0.000
H -3.2310 0.8074 1.6138 0.000
H 0.0132 -1.6772 3.9029 0.009
H -1.4853 -2.0137 3.0266 0.002
H 2.8244 1.5894 -1.5963 0.001
H 3.6964 2.8534 1.7942 0.001
H 3.6892 3.1252 -1.4256 0.000
H 2.4270 -2.5665 1.4277 0.000
H -3.7500 -0.3999 0.4624 0.000
H 1.3524 5.1902 1.3317 0.000
```

Results
- total charge = -1
- spin multiplicity = 5
- gap between HOMO and LUMO (alpha / beta) (Eh) = 0.2118 / 0.2233
- energy above the lowest of the compared OMol25 structures with the same formula, charge and spin (eV) = 0.000
- <S²> = 6.023



4.
C15H29AgAs2IN5 as an isolated structure, computed with wB97M-V/def2-TZVPD.

The geometry in XYZ format:
```
53
Properties=species:S:1:pos:R:3:mulliken_charge:R:1
I 2.8521 -2.9058 0.4412 -0.191
Ag 1.3144 0.0740 0.2039 -0.075
As -0.6792 1.5676 -0.3125 0.994
As 0.3115 -0.4615 -2.7981 0.408
N 0.3324 -0.1783 2.6574 -0.308
N 0.6090 -1.4108 4.6733 0.083
N -0.2276 -2.4254 2.7843 -0.100
N -1.5067 -1.6422 1.0012 -0.409
N -0.6974 -3.8849 1.0804 -0.586
C -1.1893 -1.1262 -3.8825 -1.163
C -0.9798 3.1717 0.7443 -1.392
C -0.0151 1.4575 -3.1442 0.022
C 0.1687 1.9919 -4.4168 -0.295
C -0.8314 -2.5761 1.5370 0.263
C 1.4004 -0.3757 5.2946 -1.233
C 1.7300 -0.7821 -4.1037 -1.316
C -0.5464 4.1538 -3.6608 -0.639
C -0.4710 2.2967 -2.1153 0.213
C -0.7400 3.6354 -2.3891 -0.302
C -0.0876 3.3299 -4.6775 -0.778
C -0.1763 -2.2153 5.5922 -1.103
C 3.2840 -0.7392 0.3095 -1.035
C -2.5147 0.9406 -0.4367 -1.014
C 0.2316 -1.2419 3.3516 0.221
H -1.8516 -1.9556 0.0958 0.132
H -3.1337 1.7384 -0.8467 0.439
H 0.0704 3.7267 -5.6723 0.383
H -1.2097 -0.6349 -4.8551 0.376
H -2.8490 0.6455 0.5541 0.396
H -1.0792 2.8521 1.7810 0.336
H 0.2461 -4.2383 1.1674 0.183
H -1.0129 -3.9918 0.1275 0.279
H 0.1861 -3.2576 3.1722 0.338
H -2.5574 0.0679 -1.0844 0.167
H -0.7516 5.1989 -3.8546 0.385
H -0.1205 3.8347 0.6575 0.418
H -0.6702 -1.5782 6.3336 0.371
H 1.3723 -0.6847 -5.1278 0.383
H 0.7924 0.4676 5.6483 0.385
H 3.9372 -0.7095 -0.5591 0.390
H 2.5450 -0.0813 -3.9293 0.393
H 0.6152 0.6072 3.2351 0.114
H -2.1280 -0.9338 -3.3644 0.303
H 0.5200 1.3597 -5.2231 0.214
H 2.1019 -1.7936 -3.9459 0.408
H -1.8868 3.6940 0.4427 0.395
H -0.9506 -2.7566 5.0564 0.371
H 0.4519 -2.9316 6.1270 0.308
H 3.8896 -0.5842 1.1993 0.433
H -1.0751 -2.2016 -4.0187 0.404
H 2.1519 -0.0049 4.5993 0.424
H -1.0966 4.2895 -1.6038 0.289
H 1.9214 -0.7977 6.1541 0.320
```

Results
- spin multiplicity = 1
- gap between HOMO and LUMO (Eh) = 0.2770
- energy above the lowest of the compared OMol25 structures with the same formula, charge and spin (eV) = 0.297



| no. | E (Eh) |
| --- | --- |
| 1 | -10440.127792 |
| 2 | -1105.028906 |
| 3 | -6202.406056 |
| 4 | -5778.906331 |